Below is 3 unconnected molecules or ions with the total composition C3H13NO4 at a distorted geometry, with properties calculated with the ωB97M-V functional and the def2-TZVPD basis.

```
21
Properties=species:S:1:pos:R:3:forces:R:3
C 0.180360 -0.952527 0.762367 2.1022 -0.3585 -0.5782
O 1.503967 -0.634925 0.299507 -0.4103 0.4612 -0.4721
C -0.786136 0.244683 0.482304 -0.3240 -1.9889 1.2911
C -0.994456 0.450231 -1.210241 -0.1424 1.4145 0.3077
O -1.836723 1.525249 -1.438611 0.2507 -0.3725 0.4807
N -2.012918 -0.126305 1.172524 1.8970 2.9968 -2.3686
H -0.127772 -1.916482 0.308054 -0.4022 0.5708 0.2835
H 0.296635 -1.059925 1.835839 -0.7811 -0.0216 0.2638
H 2.249410 -1.194402 0.577118 -0.8451 -0.2819 0.1725
H -0.378301 1.228617 0.706297 0.0634 -0.1084 0.8087
H -1.401584 -0.507231 -1.523817 0.1870 -0.1022 -0.3082
H 0.016619 0.792280 -1.524272 -0.4052 -1.1150 0.0984
H -2.328144 1.843114 -0.669402 -0.1844 -0.1329 -0.4235
H -2.402539 0.748903 1.513485 -0.7394 -0.5017 0.4999
H -2.646098 -0.660731 0.596164 -0.3532 -0.7869 0.4171
H 1.943845 0.745925 1.258755 0.9367 0.6938 0.2876
H 2.654273 2.064647 1.992561 0.1845 -0.6642 -0.0611
O 1.921930 1.689335 1.499419 -1.1371 0.4285 -0.1816
H 0.937385 -1.514546 -1.629077 -0.3169 0.5691 0.1279
H 1.933545 -1.724725 -2.609555 0.2204 0.5825 -0.8248
O 1.276703 -1.041191 -2.399425 0.1994 -1.2826 0.1792
```
Forces are in eV/Å.

Calculated values
* ⟨S²⟩: 0.756
* LUMO (alpha / beta): -3.4 / -9.0 eV
* molar mass: 127.14 u
* orbital gap (alpha / beta): 10.967 / 5.396 eV
* maximum force: 0.083 Eh/bohr
* ΔE to the lowest compared entry with this formula, charge and spin: 38.9 kcal/mol
* total charge: +1
* energy: -12991.0424 eV
* 2S+1: 2

=====

Below is 4 unconnected molecules or ions with the total composition C3H13O5 at a distorted geometry, with properties calculated with the ωB97M-V functional and the def2-TZVPD basis.

```
21
Properties=species:S:1:pos:R:3:forces:R:3
C -1.513697 -0.394896 0.619051 1.4646 1.2256 -0.8539
C -0.768353 -0.969146 -0.602078 -0.6007 -0.3585 -0.3326
O -1.381682 -0.617799 -1.871137 -0.5526 -0.0207 -0.0119
C -0.560506 0.755860 1.141852 -1.1705 -0.4866 1.0768
O 0.666324 0.266072 1.498388 0.2283 -0.5452 -0.1115
H -1.641412 -1.081869 1.456088 -0.1773 -0.2130 -0.2991
H -2.469530 -0.004312 0.223465 0.0063 -0.1115 0.6050
H 0.219196 -0.518766 -0.693992 0.2007 -0.5611 0.5061
H -0.758579 -2.063756 -0.595014 0.4249 0.1323 0.1035
H -2.180501 -0.107481 -1.700248 0.0637 -0.0469 0.0310
H -0.455666 1.527769 0.367969 -0.3300 0.1187 -0.0807
H -1.065574 1.193476 2.037184 -0.0180 0.1902 -0.3805
H -0.388474 0.786026 -2.518591 -0.2522 0.3461 -0.5310
H 0.623736 1.726491 -2.039654 0.2588 0.4970 -0.0178
O -0.028870 1.666662 -2.759943 0.1909 -0.6593 0.6000
H 2.694488 -2.053330 1.404242 -0.2107 -0.6741 0.2601
H 1.312278 -1.881313 1.808879 -0.1586 -0.1694 0.1809
O 1.987325 -2.594398 1.810498 0.2468 1.1943 -0.4800
H 1.391028 0.865903 0.536438 0.2622 0.3005 0.1648
H 2.500564 2.007526 0.130947 0.7815 0.5972 0.5079
O 1.817914 1.491285 -0.254347 -0.6581 -0.7558 -0.9372
```
Forces are in eV/Å.

Calculated values
* LUMO: 3.8 eV
* molar mass: 129.13 u
* orbital gap: 8.257 eV
* maximum force: 0.041 Eh/bohr
* ΔE to the lowest compared entry with this formula, charge and spin: 8.3 kcal/mol
* total charge: -1
* energy: -13560.0985 eV

=====

Below is a molecular structure, C3H14CdO8 at a distorted geometry, with properties calculated with the ωB97M-V functional and the def2-TZVPD basis.

```
26
Properties=species:S:1:pos:R:3:forces:R:3
Cd -4.958000 17.211000 -15.282000 0.2121 1.8531 1.4521
C -3.503000 16.346000 -13.206000 -0.4802 0.0131 0.5741
O -4.698000 16.701000 -13.141000 -0.8272 -0.4985 1.1260
O -2.923000 15.791000 -12.121000 0.9210 -0.3153 0.6322
O -2.819000 16.422000 -14.221000 1.2482 -0.2111 -1.2047
H -3.431000 15.897000 -11.309000 -0.4148 0.1767 -0.4099
C -2.837000 19.697000 -14.436000 0.8703 1.0889 -0.7888
C -4.180000 20.186000 -14.933000 -0.4477 -1.8001 1.0055
O -5.159000 19.247000 -14.584000 -0.2678 -0.0680 -0.5834
H -2.411000 18.963000 -15.092000 0.0164 -0.7764 -0.2842
H -2.861000 19.308000 -13.444000 -0.3704 -0.3517 0.7308
H -2.085000 20.482000 -14.439000 0.1700 0.4826 0.0514
H -4.183000 20.298000 -15.997000 0.3973 0.4731 -1.1579
H -4.392000 21.145000 -14.499000 -0.2995 0.7827 0.3715
O -3.391000 17.246000 -16.954000 1.6192 -1.1638 1.0715
H -2.469000 16.996000 -16.701000 -1.0909 0.2133 0.3818
H -3.287000 17.551000 -17.824000 -0.0482 0.8858 -1.9460
O -4.806000 14.922000 -15.521000 0.1445 -1.1526 -1.9903
H -4.319000 14.598000 -16.312000 -0.6175 0.6810 0.3629
H -4.403000 14.359000 -14.874000 0.2407 -0.1303 1.2889
O -7.138000 16.902000 -14.435000 -0.6692 -0.5255 0.0290
H -7.994000 17.248000 -14.694000 -0.0685 0.2239 0.1145
H -7.292000 16.301000 -13.696000 0.2034 0.1849 0.0172
O -6.356000 17.325000 -17.062000 -1.1255 -0.3880 -0.9692
H -7.247000 16.934000 -17.163000 0.7396 0.2452 0.1658
H -6.042000 17.505000 -17.953000 -0.0554 0.0771 -0.0410
```
Forces are in eV/Å.

Calculated values
* LUMO: -0.5 eV
* molar mass: 290.55 u
* orbital gap: 6.426 eV
* maximum force: 0.046 Eh/bohr
* ΔE to the lowest compared entry with this formula, charge and spin: 0.0 kcal/mol
* total charge: 0
* energy: -24282.3654 eV

=====

Below is a molecular structure, C3H14IO4 at a distorted geometry, with properties calculated with the ωB97M-V functional and the def2-TZVPD basis.

```
22
Properties=species:S:1:pos:R:3:forces:R:3
I -5.436505 6.802536 10.668349 4.7591 1.2938 0.7799
O -6.283979 4.273970 10.687279 -1.0876 -3.8058 -0.0730
H -6.319148 5.230393 10.703086 -0.9750 -1.0283 0.0981
H -5.350276 4.067424 10.729414 0.1068 0.1110 0.0330
O -6.612577 8.025015 12.930280 -1.1091 0.8755 2.2086
H -6.599502 8.981146 12.973429 -0.0827 0.2726 0.0898
H -6.138448 7.814570 12.125827 0.0711 0.3635 0.2437
O -3.579368 7.604943 8.652449 1.8304 0.9802 -1.9291
H -4.290329 7.315980 9.224516 -0.0254 0.0359 -0.2277
H -3.033569 6.827222 8.536350 0.1083 -0.1673 -0.0239
C -7.407100 9.242032 9.339718 -1.9246 -0.2717 -0.0536
C -8.305642 7.970059 9.069687 1.8821 0.2958 -0.4378
C -7.631467 7.212416 7.927165 -0.4867 -0.3493 -1.3221
O -8.214589 7.151885 10.190720 -2.6017 0.1227 0.2580
H -6.424523 8.870017 9.629963 -0.0329 0.5680 -0.6765
H -7.795825 9.789992 10.198044 -0.1428 0.0068 0.1494
H -7.465944 9.917107 8.485959 0.5471 -0.0218 -0.1129
H -9.358785 8.150984 8.854601 0.0098 0.3778 -0.0337
H -7.650666 7.755155 6.982082 0.1353 0.4078 -0.0766
H -8.127419 6.274621 7.676808 -0.3457 -0.1406 0.3667
H -6.600845 6.920286 8.128576 -0.0661 0.3892 0.1803
H -7.269445 7.180863 10.356424 -0.5698 -0.3158 0.5593
```
Forces are in eV/Å.

Calculated values
* LUMO: 3.2 eV
* molar mass: 241.05 u
* orbital gap: 7.926 eV
* maximum force: 0.097 Eh/bohr
* ΔE to the lowest compared entry with this formula, charge and spin: 100.4 kcal/mol
* total charge: -1
* energy: -19628.0183 eV

=====

Below is a molecular structure, C3H14K2NO7 at a distorted geometry, with properties calculated with the ωB97M-V functional and the def2-TZVPD basis.

```
27
Properties=species:S:1:pos:R:3:forces:R:3
K -3.459215 2.299368 -1.907337 -0.0911 -0.5483 -0.3061
K -0.712367 3.983557 1.735738 0.0576 -0.5746 -0.0057
N -1.552960 0.754572 0.381048 0.8434 0.3898 0.1820
O -1.615127 1.920016 -0.139204 -0.4134 0.3632 -0.1025
O -1.008039 0.653123 1.479926 -0.0538 0.1862 0.1893
O -1.971109 -0.226850 -0.218137 -0.2578 0.1663 -0.0808
O -3.643234 -0.790322 -2.398633 -0.1926 0.5516 0.2828
H -3.129112 -0.677046 -1.582641 0.0997 -0.2886 -0.1560
H -4.355042 -1.394057 -2.156144 0.0676 -0.0113 -0.1408
O -0.174367 0.332142 4.330818 0.0087 0.1168 0.0439
H -0.306073 0.483212 3.390279 -0.0160 -0.2559 -0.0513
H 0.089127 -0.593594 4.393755 -0.0152 0.0866 -0.0293
O -1.799746 -2.081290 2.344965 -0.0236 0.2722 -0.1244
H -2.194807 -1.751546 3.159529 0.0338 -0.0224 -0.0617
H -1.685696 -1.295294 1.783593 0.0050 -0.4293 0.3299
C 2.579108 -1.083839 -0.299616 -0.9790 -0.7160 -0.0024
C 2.618540 -0.377798 -1.630902 -0.2865 1.4177 0.2716
C 1.414778 0.571436 -1.769861 -0.0890 -0.0280 -0.2310
O 3.796827 0.427724 -1.728771 0.4795 -0.7420 -0.5110
H 3.219195 -1.964573 -0.300017 0.4056 0.3146 0.2659
H 1.570072 -1.496851 -0.166368 0.0304 0.0610 0.0710
H 2.751973 -0.403768 0.533521 0.2999 -0.0717 -0.0111
H 2.620011 -1.143854 -2.409941 0.1939 0.3696 -0.2435
H 0.486962 0.002822 -1.867435 -0.0750 0.1739 0.3218
H 1.451524 1.273949 -2.607301 0.3628 -0.4749 -0.3956
H 1.401619 1.261049 -0.917408 -0.2667 -0.4051 0.3875
H 3.607160 1.317710 -1.433455 -0.1283 0.0984 0.1074
```
Forces are in eV/Å.

Calculated values
* LUMO: -4.2 eV
* molar mass: 254.34 u
* orbital gap: 7.915 eV
* maximum force: 0.029 Eh/bohr
* total charge: +1
* energy: -51803.7045 eV

=====

Below is 3 unconnected molecules or ions with the total composition C3H14N2O2 at a distorted geometry, with properties calculated with the ωB97M-V functional and the def2-TZVPD basis.

```
21
Properties=species:S:1:pos:R:3:forces:R:3
C -1.809477 -0.041078 -1.720885 0.8362 1.4795 0.9119
C -0.371551 0.611169 -1.695462 -0.4198 -4.3953 -2.2091
N 0.699396 -0.275507 -1.182754 -2.5989 0.4794 1.3778
C 0.572515 -0.158483 0.258598 3.6585 1.9293 1.2738
N 1.876270 -0.701022 0.917854 -2.0395 -1.0543 -1.1021
H -1.672120 -0.979688 -2.123426 -0.3731 -1.9990 -1.6626
H -2.467920 0.665914 -2.260289 0.1596 -0.7968 0.0577
H -2.259066 -0.272920 -0.734319 0.4567 0.7083 -0.2111
H 0.041895 0.729409 -2.666082 -0.7879 0.6523 -1.5123
H -0.669806 1.499174 -1.327641 0.8389 3.6087 2.2291
H 1.584649 -0.096395 -1.633373 0.2166 0.4054 0.7569
H -0.406308 -0.516549 0.592065 0.3866 -0.5714 -0.0441
H 0.596616 0.987918 0.544462 -0.1108 -1.9889 -0.2848
H 2.043977 -1.695562 0.578046 -0.5180 1.5604 0.6338
H 1.695448 -0.758454 1.921789 0.2026 -0.0783 -0.2680
O -0.708891 3.516114 4.423777 1.2846 1.7424 1.8027
H -0.631543 4.381733 4.953551 -0.4351 -2.0647 -1.4289
H -1.506537 3.549243 3.920149 -0.8517 0.3186 -0.3772
O 0.179317 -3.208522 -1.608050 -0.3069 0.5005 -0.0794
H -0.724646 -3.359429 -1.905693 0.0866 -0.2301 0.0270
H 0.233360 -2.229076 -1.584267 0.3148 -0.2059 0.1092
```
Forces are in eV/Å.

Calculated values
* LUMO: 0.7 eV
* molar mass: 110.16 u
* orbital gap: 10.063 eV
* maximum force: 0.096 Eh/bohr
* SMILES: CCNCN.O.O
* ΔE to the lowest compared entry with this formula, charge and spin: 50.9 kcal/mol
* total charge: 0
* energy: -10411.5840 eV

=====

Below is 3 unconnected molecules or ions with the total composition C3H14N2O2 at a distorted geometry, with properties calculated with the ωB97M-V functional and the def2-TZVPD basis.

```
21
Properties=species:S:1:pos:R:3:forces:R:3
N -0.763155 -0.025151 1.562150 -0.6983 -0.6341 0.0066
C 0.108042 0.950406 0.934700 0.1107 -0.6762 0.0631
C -0.221352 1.051657 -0.542844 0.2134 0.6414 -0.8839
C -0.031719 2.454735 -1.097244 -0.4335 1.2776 0.8809
N -0.359467 2.565606 -2.514147 -0.1709 -0.5029 0.1582
H -1.759505 0.141985 1.437613 0.3557 0.2228 -0.0716
H -0.605706 -0.177729 2.544973 0.2119 0.1447 0.1351
H 1.103162 0.527143 1.006499 0.4021 0.1143 0.1366
H 0.151017 1.916778 1.441881 -0.2843 0.2589 -0.1423
H 0.438441 0.428625 -1.156501 -0.1117 -0.3565 0.2729
H -1.246157 0.743881 -0.758270 -0.0930 -0.1032 0.1679
H 0.930133 2.846791 -0.753643 0.4860 -0.2309 -0.7519
H -0.693350 3.145868 -0.550508 -0.2431 -0.2678 0.0291
H 0.300625 2.963460 -3.167054 0.2109 -0.1393 0.4093
H -0.658287 1.651017 -2.821561 0.0836 0.1381 -0.4609
O 0.923720 -4.220091 2.601059 0.0829 0.3161 -0.0637
H 0.423006 -3.673139 1.984984 -0.1123 -0.2064 -0.0230
H 1.791996 -3.803433 2.591496 0.0416 -0.1460 0.0924
O -0.068464 -3.527724 -0.846503 0.1436 0.1213 -0.0769
H 0.454125 -3.213212 -1.596381 -0.1338 -0.0708 0.2137
H -0.217108 -2.747473 -0.300698 -0.0616 0.0987 -0.0915
```
Forces are in eV/Å.

Calculated values
* LUMO: 0.6 eV
* molar mass: 110.16 u
* orbital gap: 9.788 eV
* maximum force: 0.031 Eh/bohr
* SMILES: NCCCN.O.O
* ΔE to the lowest compared entry with this formula, charge and spin: 25.2 kcal/mol
* total charge: 0
* energy: -10412.6987 eV

=====

Below is 3 unconnected molecules or ions with the total composition C3H14N2O2 at a distorted geometry, with properties calculated with the ωB97M-V functional and the def2-TZVPD basis.

```
21
Properties=species:S:1:pos:R:3:forces:R:3
C 1.094492 0.835796 -1.075233 -0.4335 -0.8503 1.2737
C -0.149846 0.560413 -0.194982 -0.0203 1.4880 -1.5102
N 0.142224 0.183621 1.174021 0.1258 -1.1008 0.2228
C -0.978330 1.847004 -0.208515 -0.8704 0.5264 1.0632
N -2.362177 1.665734 0.346555 0.9821 -0.5668 0.1659
H 0.763938 1.021010 -2.087425 0.2903 0.1030 -0.2935
H 1.730555 -0.049377 -0.995156 0.1038 0.0751 -0.4253
H 1.644045 1.669245 -0.645698 0.1215 0.3023 -0.2234
H -0.754006 -0.167789 -0.729243 0.1130 -0.4720 0.4255
H 1.058535 0.520135 1.451923 -0.0860 0.3779 -0.0202
H 0.260792 -0.830608 1.228473 -0.2593 0.2630 -0.0169
H -0.474788 2.578033 0.435857 0.3676 0.0668 -0.2083
H -1.086649 2.292268 -1.193977 0.1698 -0.2156 -0.2278
H -2.203815 1.188754 1.238417 -0.1268 0.2336 0.0040
H -2.718917 2.580807 0.605159 -0.1332 -0.1377 -0.1307
O 4.276143 -3.011548 0.122327 0.1188 -0.1297 0.0963
H 4.817323 -3.716660 0.493889 -0.1421 -0.0564 -0.0007
H 4.917158 -2.325126 -0.073768 0.0134 0.1990 -0.0932
O -2.650161 -1.324229 -0.338020 -0.0254 0.0093 -0.0062
H -2.639574 -2.014948 0.327871 -0.0322 0.0199 0.1260
H -2.615700 -0.474746 0.131561 -0.2770 -0.1348 -0.2212
```
Forces are in eV/Å.

Calculated values
* LUMO: 0.7 eV
* molar mass: 110.16 u
* orbital gap: 10.141 eV
* maximum force: 0.041 Eh/bohr
* SMILES: C[C@@H](N)CN.O.O
* ΔE to the lowest compared entry with this formula, charge and spin: 16.1 kcal/mol
* total charge: 0
* energy: -10413.0937 eV